1.
A structure of composition C11H15ClIrNO2S2V at a distorted geometry. Source: the OMol25 dataset; level of theory: wB97M-V/def2-TZVPD.

Results
Expectation value of S²: 15.79
HOMO level (spin up / spin down): -6.87 / -9.24 eV
Kohn-Sham gap (spin up / spin down): 5.76 / 6.81 eV
Multiplicity: 8
Energy relative to the best compared isomer or geometry (same formula, charge and spin): 1.90 kcal/mol
Maximum force: 4.5 eV Å⁻¹

Element x y z (Å)
1 Cl -3.697 2.682 -1.669
2 H -1.260 2.398 0.877
3 C 0.759 -2.916 1.120
4 H 2.559 3.247 0.059
5 C -0.248 1.932 0.977
6 H -0.301 -5.829 2.464
7 O 2.419 -1.099 2.168
8 H 2.404 3.168 -1.742
9 H -2.458 -2.882 0.116
10 H -1.587 4.144 -0.784
11 H -2.458 -5.085 1.424
12 H -0.353 1.071 1.663
13 Ir 0.977 1.287 -0.568
14 C -0.178 2.006 -2.540
15 N 0.927 -0.628 0.023
16 C -0.521 3.873 -0.900
17 H -0.142 4.349 -1.814
18 V -1.605 2.098 -1.003
19 H 0.355 2.696 1.485
20 O 3.091 -2.159 0.006
21 S -1.470 -0.215 -0.819
22 C -0.410 -2.510 0.484
23 C 2.236 2.627 -0.804
24 H 0.708 1.344 -2.639
25 C -0.336 -4.896 1.913
26 S 2.074 -1.749 0.935
27 C 0.831 -4.120 1.813
28 H -0.945 1.471 -3.142
29 C -1.570 -3.284 0.597
30 H 0.084 4.166 -0.042
31 C -1.547 -4.484 1.313
32 C -0.260 -1.189 -0.113
33 H 0.130 2.900 -3.098
34 H 1.788 -4.415 2.241

Cartesian forces (eV/Å) of the 3 atoms listed first:
Cl -0.436 0.120 -0.139
H 0.760 -0.254 0.608
C -0.140 -0.988 0.156

The net atomic charges from Löwdin, expressed in e, are: number 1, Cl, carries -0.070; number 2, H, carries 0.011; number 3, C, carries -0.228; number 4, H, carries -0.002; number 5, C, carries -0.326; number 6, H, carries 0.108; number 7, O, carries -0.275; number 8, H, carries -0.009; number 9, H, carries 0.111; number 10, H, carries 0.013; number 11, H, carries 0.116; number 12, H, carries 0.031; number 13, Ir, carries 1.214; number 14, C, carries -0.318; number 15, N, carries -0.307; number 16, C, carries -0.150; number 17, H, carries 0.034; number 18, V, carries -0.088; number 19, H, carries 0.027; number 20, O, carries -0.272; number 21, S, carries 0.741; number 22, C, carries -0.214; number 23, C, carries -0.249; number 24, H, carries -0.005; number 25, C, carries -0.046; number 26, S, carries 0.739; number 27, C, carries -0.025; number 28, H, carries 0.035; number 29, C, carries -0.004; number 30, H, carries 0.024; number 31, C, carries -0.038; number 32, C, carries -0.734; number 33, H, carries 0.029; number 34, H, carries 0.126

---

2.
A cluster of 3 separate species, C27H44ClIN2O4 in total at a distorted geometry. Source: the OMol25 dataset; level of theory: wB97M-V/def2-TZVPD.

Results
SMILES string: CCCCCCCCC[C@@](C#N)(C[C@@H](C)Cl)[C@H](C#N)CCCI.O=C1CCCO1.O=C1CCCO1
HOMO level: -9.80 eV
Kohn-Sham gap: 10.00 eV
Maximum force: 4.3 eV Å⁻¹

Element x y z (Å)
1 H 0.266 -2.550 2.575
2 C 2.893 -1.268 5.956
3 H -1.112 -1.023 3.533
4 H 3.729 -1.238 6.652
5 H -1.378 -0.520 -1.985
6 C -1.494 -1.321 2.562
7 C -1.352 -2.220 -7.088
8 H -1.605 -0.405 1.987
9 H -4.634 -0.771 2.742
10 H -3.383 -0.118 3.756
11 H 1.419 -1.482 -2.506
12 H -0.007 -1.755 -8.745
13 O 1.085 -2.571 5.206
14 C 2.467 -2.682 5.587
15 H -0.397 3.783 8.273
16 H 2.762 2.369 -6.247
17 H -1.777 0.189 -6.110
18 H -1.481 -2.069 -0.439
19 H 0.180 -2.030 -5.559
20 C 0.427 4.451 6.362
21 C 0.207 1.625 -5.690
22 C -1.244 1.443 -3.774
23 C -0.367 -0.754 -1.686
24 H 2.624 4.064 -5.804
25 C -0.413 -1.393 -6.196
26 H 0.014 0.158 -1.242
27 H -2.712 -2.846 3.400
28 I -2.399 -0.794 -9.574
29 C 1.746 3.964 5.783
30 H -2.373 -1.893 -6.969
31 H -3.227 -2.288 1.803
32 H 2.546 4.699 5.898
33 H 1.201 0.829 -3.178
34 C -0.476 -2.232 1.859
35 Cl -0.069 4.254 -4.974
36 N -1.950 2.062 -3.064
37 H -0.002 -2.783 -1.081
38 O 2.094 2.792 6.548
39 H 1.636 3.380 -7.112
40 H 1.486 2.602 -4.215
41 H 0.029 -1.942 -3.446
42 C -2.192 -1.065 -4.555
43 N -2.793 -1.843 -3.901
44 H -1.343 -3.255 -6.778
45 C 0.558 4.043 7.827
46 H 3.032 -3.090 4.752
47 H 1.669 3.689 4.734
48 O 1.628 2.015 8.608
49 C 0.470 -1.123 -2.893
50 H -4.331 -1.532 4.278
51 H -0.401 3.910 5.901
52 O -0.620 -1.191 5.646
53 C 2.072 3.202 -6.139
54 H 0.846 1.085 -6.372
55 C 1.597 -0.682 6.514
56 H 3.186 -0.723 5.058
57 H 2.539 -3.372 6.431
58 C -2.839 -1.979 2.766
59 H 1.484 -0.880 7.580
60 H 0.158 -0.463 0.806
61 C -3.853 -1.038 3.445
62 H -1.164 -3.058 -9.059
63 H 0.275 -0.873 -6.845
64 C -1.007 -2.111 -8.577
65 H 1.057 4.807 8.425
66 H -0.651 2.027 -6.209
67 C 0.540 -1.458 5.754
68 C 0.989 2.819 -5.147
69 H -1.014 -3.086 1.469
70 H 1.615 -0.248 -4.475
71 C -0.348 0.655 -4.611
72 H 1.515 0.381 6.317
73 C -1.210 -0.382 -5.382
74 H 1.260 -1.864 0.665
75 C 0.807 0.049 -3.818
76 C 1.459 2.827 7.750
77 C -0.437 -1.889 -0.654
78 C 0.228 -1.535 0.684
79 H 0.259 5.515 6.208

Cartesian forces (eV/Å) of the 3 atoms listed first:
H 0.122 -0.398 0.283
C -0.002 0.088 0.104
H 0.010 0.084 0.033

The net atomic charges from Löwdin, expressed in e, are: number 1, H, carries 0.089; number 2, C, carries -0.147; number 3, H, carries 0.076; number 4, H, carries 0.117; number 5, H, carries 0.080; number 6, C, carries -0.227; number 7, C, carries -0.298; number 8, H, carries 0.109; number 9, H, carries 0.062; number 10, H, carries 0.063; number 11, H, carries 0.120; number 12, H, carries 0.035; number 13, O, carries 0.018; number 14, C, carries -0.153; number 15, H, carries 0.127; number 16, H, carries 0.081; number 17, H, carries 0.143; number 18, H, carries 0.104; number 19, H, carries 0.114; number 20, C, carries -0.153; number 21, C, carries -0.173; number 22, C, carries -0.197; number 23, C, carries -0.208; number 24, H, carries 0.070; number 25, C, carries -0.145; number 26, H, carries 0.109; number 27, H, carries 0.105; number 28, I, carries 0.738; number 29, C, carries -0.150; number 30, H, carries 0.059; number 31, H, carries 0.098; number 32, H, carries 0.126; number 33, H, carries 0.116; number 34, C, carries -0.193; number 35, Cl, carries 0.640; number 36, N, carries 0.213; number 37, H, carries 0.109; number 38, O, carries 0.006; number 39, H, carries 0.079; number 40, H, carries 0.093; number 41, H, carries 0.095; number 42, C, carries -0.173; number 43, N, carries 0.206; number 44, H, carries 0.113; number 45, C, carries -0.072; number 46, H, carries 0.123; number 47, H, carries 0.125; number 48, O, carries 0.126; number 49, C, carries -0.192; number 50, H, carries 0.062; number 51, H, carries 0.120; number 52, O, carries 0.114; number 53, C, carries -0.140; number 54, H, carries 0.111; number 55, C, carries -0.066; number 56, H, carries 0.118; number 57, H, carries 0.126; number 58, C, carries -0.256; number 59, H, carries 0.137; number 60, H, carries 0.094; number 61, C, carries -0.098; number 62, H, carries 0.028; number 63, H, carries 0.102; number 64, C, carries -0.606; number 65, H, carries 0.132; number 66, H, carries 0.115; number 67, C, carries -0.475; number 68, C, carries -0.716; number 69, H, carries 0.102; number 70, H, carries 0.127; number 71, C, carries -0.393; number 72, H, carries 0.101; number 73, C, carries -0.256; number 74, H, carries 0.102; number 75, C, carries -0.126; number 76, C, carries -0.490; number 77, C, carries -0.185; number 78, C, carries -0.200; number 79, H, carries 0.116

---

Question: Which of these has the highest maximum force?
Answer: C11H15ClIrNO2S2V

---

Question: Among the records above, which one has the lowest maximum force?
Answer: C27H44ClIN2O4

---

Question: The lowest maximum force belongs to which entry?
Answer: C27H44ClIN2O4